[1]
CH3NO4P as an isolated structure in a non-equilibrium geometry. Source: the OMol25 dataset; level of theory: ωB97M-V/def2-TZVPD.

Last column: natural (NBO) charge in e.
Atoms and positions in Å:
C  1.414  -0.276  -0.157  0.8761
N  0.057  -0.312  -0.492  -1.0123
O  2.242  -0.995  -0.706  -0.7066
O  1.788  0.470  0.835  -0.6832
O  -0.555  0.898  1.518  -1.1975
O  -2.275  0.702  -0.378  -1.0473
P  -1.211  -0.147  0.631  1.4192
H  -0.062  -1.329  -1.280  0.3767
H  1.005  0.683  1.285  0.5069
H  -2.403  0.305  -1.256  0.4680

Energy above the lowest of the compared OMol25 structures with the same formula, charge and spin, kJ/mol: 89.0
E, hartree: -737.09714
LUMO level, eV: 4.00
Frontier orbital gap, eV: 7.707
E_HOMO, eV: -3.704
Charge: -1
Strongest force on any atom, eV Å⁻¹: 6.30

---

[2]
One molecule with the formula C13H14F3N5 in a non-equilibrium geometry. Source: the OMol25 dataset; level of theory: ωB97M-V/def2-TZVPD.

Last column: natural (NBO) charge in e.
Atoms and positions in Å:
H  -2.959  1.358  -2.074  0.3032
N  -3.271  0.440  -2.249  -0.3091
N  -2.384  -0.492  -2.510  -0.1179
C  -1.122  -0.004  -3.023  -0.1314
C  -0.331  -1.277  -3.465  -0.6091
C  -0.358  0.792  -1.954  -0.2371
C  0.069  2.168  -2.274  0.1863
C  -0.095  3.036  -3.453  -0.6543
N  0.576  2.794  -1.216  -0.2868
N  0.581  1.816  -0.161  -0.4164
C  -0.013  0.651  -0.652  0.3550
N  -0.300  -0.609  -0.041  -0.6165
C  0.151  -0.869  1.272  0.1547
C  1.561  -0.626  1.627  -0.2615
C  1.940  -0.875  2.984  -0.1595
C  0.997  -1.357  4.005  -0.1553
C  1.388  -1.454  5.474  0.9738
F  0.324  -1.807  6.138  -0.2914
F  1.850  -0.197  5.898  -0.3344
F  2.378  -2.363  5.382  -0.3110
C  -0.319  -1.683  3.554  -0.1826
C  -0.731  -1.433  2.205  -0.2021
H  -1.375  0.630  -3.898  0.2245
H  -0.846  -1.813  -4.335  0.2192
H  0.655  -0.905  -3.684  0.2137
H  -0.144  -2.032  -2.705  0.2188
H  -0.934  2.694  -4.127  0.2126
H  -0.184  4.117  -3.192  0.2536
H  0.863  2.730  -4.048  0.2311
H  0.856  2.074  0.776  0.4275
H  -1.094  -1.086  -0.410  0.4163
H  2.087  -0.137  0.811  0.2326
H  2.925  -0.519  3.237  0.2234
H  -1.014  -2.132  4.210  0.2221
H  -1.728  -1.631  1.900  0.2081

E, hartree: -1077.02447
LUMO level, eV: -0.14
Frontier orbital gap, eV: 8.088
E_HOMO, eV: -8.231
SMILES: [H]/N=N\[C@H](C)c1c(C)n[nH]c1Nc1ccc(C(F)(F)F)cc1
Strongest force on any atom, eV Å⁻¹: 6.32

---

[3]
C17H42BClN3O11P as an isolated structure in a non-equilibrium geometry. Source: the OMol25 dataset; level of theory: ωB97M-V/def2-TZVPD.

Last column: Löwdin charge in e.
Atoms and positions in Å:
C  2.119  1.318  1.280  -0.0714
C  2.764  0.703  -0.055  -0.2136
O  3.810  -0.280  0.167  0.0201
B  3.402  -1.330  1.040  -0.6561
O  3.664  -1.164  2.453  0.1376
O  2.798  -2.591  0.649  0.0139
P  1.163  -2.453  0.278  0.6226
O  0.896  -1.933  -1.148  -0.3453
O  0.548  -4.077  0.299  -0.6847
Cl  0.011  -4.517  -1.250  0.6809
O  0.259  -1.618  1.440  -0.2116
C  -0.998  -1.246  0.793  -0.2257
C  -2.167  -0.910  1.838  -0.0530
C  -3.287  -0.113  1.002  -0.3920
N  -3.051  1.251  0.481  0.0963
O  -4.395  -0.669  0.786  0.0197
H  2.852  1.344  2.163  0.0826
H  1.781  2.387  1.066  0.0935
H  1.207  0.749  1.646  0.0644
H  1.956  0.354  -0.796  0.1208
H  3.275  1.588  -0.587  0.1333
H  3.249  -1.889  2.962  0.1145
H  -1.403  -2.038  0.083  0.1302
H  -0.836  -0.288  0.180  0.1232
H  -1.850  -0.209  2.676  0.1291
H  -2.678  -1.846  2.250  0.1341
H  -3.923  1.620  0.066  0.0941
H  -2.393  1.134  -0.304  0.0780
C  -11.025  -2.682  -2.382  -0.1138
O  -10.015  -2.585  -3.374  -0.1966
C  -9.514  -1.259  -3.551  -0.2096
C  -8.086  -1.139  -3.017  -0.2115
N  -8.054  -1.210  -1.556  -0.0522
C  -6.711  -1.393  -0.998  -0.2085
C  -5.942  -2.666  -1.379  -0.2189
O  -6.493  -3.867  -0.848  -0.1768
C  -7.572  -4.404  -1.597  -0.0988
H  -11.477  -3.669  -2.462  0.0882
H  -10.604  -2.577  -1.379  0.0739
H  -11.804  -1.930  -2.538  0.0868
H  -10.175  -0.505  -3.109  0.1202
H  -9.491  -1.080  -4.631  0.1186
H  -7.660  -0.183  -3.339  0.1206
H  -7.499  -1.945  -3.469  0.0992
H  -8.633  -1.984  -1.251  0.0627
H  -6.827  -1.385  0.090  0.1125
H  -6.104  -0.518  -1.252  0.1056
H  -4.945  -2.580  -0.934  0.1047
H  -5.778  -2.755  -2.458  0.1092
H  -7.465  -4.226  -2.669  0.0879
H  -8.518  -4.003  -1.230  0.0675
H  -7.593  -5.484  -1.429  0.0882
C  5.568  1.596  1.905  -0.1004
O  5.875  2.973  2.070  -0.1868
C  6.805  3.229  3.123  -0.2073
C  8.158  3.667  2.561  -0.2099
N  8.846  2.556  1.901  -0.0545
C  9.999  2.965  1.095  -0.1978
C  9.751  3.912  -0.089  -0.2230
O  9.015  3.331  -1.159  -0.1802
C  7.606  3.332  -0.980  -0.0973
H  4.721  1.522  1.233  0.0497
H  6.407  1.056  1.457  0.0882
H  5.296  1.134  2.858  0.0934
H  6.907  2.374  3.801  0.1219
H  6.392  4.060  3.705  0.1188
H  8.784  4.042  3.377  0.1213
H  7.972  4.491  1.865  0.0989
H  8.191  2.075  1.296  0.0635
H  10.440  2.044  0.701  0.1183
H  10.748  3.411  1.759  0.1155
H  10.730  4.160  -0.509  0.1191
H  9.308  4.865  0.217  0.1083
H  7.258  4.209  -0.429  0.0881
H  7.291  2.413  -0.484  0.0690
H  7.141  3.341  -1.968  0.0887

Energy above the lowest of the compared OMol25 structures with the same formula, charge and spin, kJ/mol: 0.0
E, hartree: -2491.22703
LUMO level, eV: -0.84
Frontier orbital gap, eV: 7.629
E_HOMO, eV: -8.470
Strongest force on any atom, eV Å⁻¹: 4.46

---

[4]
C31H52CsN2OPS3Se4 as an isolated structure. Source: the OMol25 dataset; level of theory: ωB97M-V/def2-TZVPD.

Last column: Löwdin charge in e.
Atoms and positions in Å:
Cs  1.311  1.601  1.065  0.5463
C  -4.897  -0.217  -0.395  -0.5503
C  -5.152  1.131  0.276  -0.5493
S  -3.649  2.048  0.687  0.8471
C  -4.003  2.547  2.381  -0.5617
C  -4.197  1.444  3.420  -0.5129
S  -2.918  0.155  3.397  0.8585
C  -3.954  -1.317  3.335  -0.5556
C  -4.800  -1.556  2.076  -0.5267
S  -3.895  -1.428  0.512  0.8493
H  -4.336  -0.072  -1.321  0.0676
H  -5.850  -0.675  -0.663  0.0663
H  -5.730  0.996  1.191  0.0509
H  -5.765  1.733  -0.398  0.0679
H  -4.871  3.209  2.397  0.0779
H  -3.133  3.153  2.668  -0.0344
H  -5.164  0.945  3.307  0.0573
H  -4.178  1.912  4.405  0.0748
H  -4.617  -1.311  4.204  0.0743
H  -3.254  -2.144  3.477  0.0430
H  -5.641  -0.862  2.043  0.0558
H  -5.222  -2.561  2.133  0.0634
Se  3.545  3.564  5.512  -0.4409
Se  2.175  4.055  3.710  -0.4586
Se  0.225  5.054  4.652  -0.2872
Se  -1.128  5.076  2.754  -0.2989
C  4.741  -1.287  -2.943  -0.1553
C  3.764  -1.958  -2.211  -0.1513
C  2.878  -1.237  -1.402  -0.2312
C  2.875  0.171  -1.266  -0.2697
C  3.900  0.785  -2.023  -0.2297
C  4.812  0.101  -2.832  -0.1547
H  5.439  -1.831  -3.568  0.0741
H  3.697  -3.043  -2.270  0.0771
H  2.136  -1.821  -0.851  0.0343
H  4.009  1.872  -1.986  0.0648
H  5.579  0.646  -3.378  0.0776
C  3.560  -2.846  2.143  -0.1274
C  2.175  -3.499  2.277  -0.5485
C  2.161  -4.473  3.454  -0.1230
P  0.887  -2.158  2.190  1.0568
C  0.387  -1.667  3.910  -0.5624
C  1.569  -1.030  4.658  -0.1086
C  -0.375  -2.650  4.799  -0.1137
C  -0.622  -3.002  1.496  -0.5628
C  -0.583  -2.867  -0.033  -0.1576
C  -0.885  -4.457  1.883  -0.1226
H  4.343  -3.612  2.095  0.0721
H  3.774  -2.206  3.006  0.0708
H  3.630  -2.226  1.247  0.0550
H  1.990  -4.065  1.356  0.0932
H  2.310  -3.949  4.401  0.0601
H  2.985  -5.190  3.348  0.0722
H  1.233  -5.041  3.524  0.0507
H  -0.306  -0.850  3.680  0.0462
H  2.228  -1.793  5.083  0.0659
H  1.214  -0.402  5.479  0.0865
H  2.176  -0.390  4.015  0.0657
H  0.217  -3.537  5.038  0.0566
H  -1.310  -2.978  4.341  0.0423
H  -0.632  -2.158  5.745  0.0811
H  -1.449  -2.383  1.861  0.0586
H  0.284  -3.396  -0.446  0.0663
H  -0.507  -1.823  -0.342  0.0677
H  -1.487  -3.292  -0.484  0.0584
H  -0.102  -5.112  1.486  0.0706
H  -1.834  -4.789  1.448  0.0728
H  -0.939  -4.611  2.961  0.0493
C  0.806  -0.021  -4.517  -0.0592
C  1.551  1.307  -4.444  -0.2016
N  1.014  2.354  -5.328  -0.0474
C  1.461  2.260  -6.714  -0.2127
C  2.840  2.878  -6.900  -0.0733
C  0.182  3.377  -5.004  -0.3959
O  -0.172  4.194  -5.850  0.0210
C  -0.221  3.649  -3.563  -0.1000
C  -0.356  4.989  -3.219  -0.0167
C  -0.719  5.343  -1.933  -0.0376
C  -0.979  4.337  -1.012  -0.1459
N  -0.895  3.048  -1.333  0.0523
C  -0.509  2.722  -2.571  -0.0945
H  1.260  -0.727  -3.814  0.0700
H  0.868  -0.448  -5.523  0.0638
H  -0.254  0.087  -4.274  0.0664
H  2.580  1.130  -4.754  0.1048
H  1.636  1.667  -3.424  0.0920
H  0.736  2.766  -7.341  0.1066
H  1.475  1.203  -6.991  0.1096
H  2.807  3.941  -6.649  0.0776
H  3.168  2.776  -7.939  0.0685
H  3.584  2.398  -6.259  0.0667
H  -0.160  5.735  -3.978  0.1140
H  -0.802  6.380  -1.638  0.1061
H  -1.238  4.569  0.021  0.0159
H  -0.484  1.662  -2.766  0.0976

Energy above the lowest of the compared OMol25 structures with the same formula, charge and spin, kJ/mol: 62.7
E, hartree: -12559.00043
LUMO level, eV: 3.18
Frontier orbital gap, eV: 3.487
E_HOMO, eV: -0.311
Charge: -2
Strongest force on any atom, eV Å⁻¹: 0.63

---

[5]
C31H22KN6O4 as an isolated structure. Source: the OMol25 dataset; level of theory: ωB97M-V/def2-TZVPD.

Last column: natural (NBO) charge in e.
Atoms and positions in Å:
K  0.075  0.207  0.037  0.8993
O  1.271  3.364  -2.987  -0.7415
C  1.023  2.263  -2.451  0.5703
N  1.569  1.609  -1.453  -0.6886
C  2.777  2.065  -0.875  0.1006
C  3.781  2.641  -1.659  -0.2331
C  5.039  2.924  -1.152  -0.2550
C  5.322  2.636  0.174  -0.2566
C  4.343  2.069  0.974  -0.2536
C  3.068  1.768  0.487  0.2101
N  2.149  1.016  1.260  -0.7120
C  2.085  1.201  2.557  0.5659
O  2.611  2.032  3.327  -0.7420
C  1.228  0.133  3.292  0.1692
C  1.354  0.073  4.682  -0.2364
C  0.678  -0.898  5.391  -0.1846
C  -0.134  -1.789  4.701  -0.2889
C  -0.226  -1.639  3.329  0.0220
N  0.428  -0.713  2.632  -0.4586
C  -0.133  1.484  -3.139  0.1650
C  -0.637  2.014  -4.329  -0.2371
C  -1.609  1.328  -5.027  -0.1843
C  -2.075  0.121  -4.520  -0.2887
C  -1.543  -0.315  -3.319  0.0226
N  -0.606  0.337  -2.636  -0.4563
H  3.546  2.882  -2.686  0.2212
H  5.788  3.371  -1.797  0.1864
H  6.298  2.852  0.594  0.1863
H  4.550  1.861  2.014  0.2189
H  1.996  0.809  5.144  0.2528
H  0.780  -0.965  6.468  0.2020
H  -0.686  -2.573  5.204  0.2032
H  -0.868  -2.302  2.752  0.1689
H  -0.224  2.958  -4.654  0.2535
H  -2.000  1.722  -5.958  0.2025
H  -2.828  -0.465  -5.030  0.2032
H  -1.894  -1.244  -2.874  0.1694
O  -7.619  3.627  -0.141  -0.6705
C  -6.284  3.855  -0.098  0.7761
O  -5.876  4.981  -0.101  -0.5547
C  -5.381  2.652  -0.060  -0.1907
C  -5.845  1.341  0.013  -0.1867
C  -4.959  0.279  0.041  -0.2252
C  -3.589  0.522  -0.005  0.1151
C  -3.117  1.830  -0.057  -0.1244
C  -4.010  2.890  -0.089  -0.1585
N  -2.588  -0.494  0.007  -0.3990
C  -2.897  -1.719  -0.078  0.1261
C  -1.868  -2.799  -0.074  0.1268
C  -2.295  -4.119  0.016  -0.2312
C  -1.336  -5.123  0.048  -0.1730
C  -0.003  -4.765  -0.016  -0.2456
C  0.324  -3.415  -0.115  0.0733
N  -0.581  -2.451  -0.147  -0.4001
H  -7.797  2.675  -0.164  0.4777
H  -6.903  1.107  0.061  0.1882
H  -5.353  -0.724  0.108  0.2071
H  -2.054  2.037  -0.067  0.2289
H  -3.653  3.909  -0.137  0.2518
H  -3.925  -2.087  -0.159  0.1461
H  -3.351  -4.349  0.067  0.2139
H  -1.631  -6.162  0.123  0.2160
H  0.783  -5.508  0.008  0.2224
H  1.360  -3.095  -0.161  0.2139

Energy above the lowest of the compared OMol25 structures with the same formula, charge and spin, kJ/mol: 0.0
E, hartree: -2424.09591
LUMO level, eV: 0.84
Frontier orbital gap, eV: 4.151
E_HOMO, eV: -3.309
Charge: -1
Strongest force on any atom, eV Å⁻¹: 0.66